DFT (the ωB97M-V functional and the def2-TZVPD basis) results for an isolated molecule of C4H4N2S at a distorted geometry.

As for the SMILES: N=C=N/C=C\C=S. The net charge is 0. For the HOMO-LUMO gap (alpha / beta), the calculation gives 7.513 / 7.513 eV. For the HOMO energy (alpha / beta), the calculation gives -8.48 / -8.48 eV. Its energy above the lowest of the compared OMol25 structures with the same formula, charge and spin is 261.3 kJ/mol. For the LUMO energy (alpha / beta), the calculation gives -0.96 / -0.96 eV.

CARTESIAN COORDINATES (ANGSTROEM)
C -0.90 -1.24 -0.02
C 0.47 -1.19 -0.13
C 1.44 1.04 -0.11
C -1.54 -0.06 0.35
N 1.22 -0.13 0.14
N 1.62 2.22 0.03
S -3.17 0.01 0.34
H -1.42 -2.12 -0.37
H 0.98 -2.06 -0.06
H -0.99 0.80 0.35
H 2.30 2.74 -0.52